Entry from the OMol25 dataset: a single C5H7NO2S2 molecule (ωB97M-V/def2-TZVPD).

Geometry (Å):
C -0.41 1.59 -0.33
C 0.73 -1.20 0.97
C -1.54 0.74 0.23
C 0.57 0.91 -1.27
C -1.48 -0.72 0.30
N -0.51 -1.59 0.46
O 2.35 -1.01 -1.24
O 2.49 0.74 0.51
S -2.65 -0.31 -0.86
S 1.69 -0.04 -0.40
H -0.83 2.47 -0.82
H 0.17 1.93 0.53
H 0.67 -0.50 1.78
H 1.39 -2.04 1.18
H -2.16 1.23 0.98
H 0.12 0.30 -2.04
H -0.59 -2.51 0.03

Energy relative to the best compared isomer or geometry (same formula, charge and spin): 402.78 kJ/mol
Orbital gap (alpha / beta): 5.97 / 5.97 eV
E_tot: -1196.165973 a.u.
LUMO level (alpha / beta): -1.6 / -1.6 eV